No. 1
A structure of composition C21H57Ag3NO21P3 at a distorted geometry. Source: the OMol25 dataset; level of theory: the ωB97M-V functional and the def2-TZVPD basis.

- 2S+1 = 2
- net charge = +3
- HOMO energy (spin up / spin down) (eV) = -15.32 / -15.32

Last column: Löwdin spin population.
Element x y z (Å)
Ag -4.330 0.265 1.281  0.000
Ag 1.372 -2.652 1.043  0.000
Ag -1.803 -1.951 2.548  0.000
N -0.805 0.159 0.404  0.000
O -0.606 0.165 -0.780  0.000
O -0.055 -0.528 1.077  0.000
O -1.784 0.761 0.952  0.000
C -1.105 6.517 5.147  0.000
O -0.520 5.602 6.006  0.000
P -1.247 4.112 6.077  0.000
O -0.777 3.257 7.196  0.000
O -2.833 4.534 6.202  0.000
C -3.818 3.497 6.157  0.000
O -1.005 3.544 4.577  0.000
C -1.462 2.186 4.217  0.000
H -0.388 6.887 4.415  0.000
H -1.576 7.387 5.605  0.000
H -1.907 6.055 4.571  0.000
H -3.456 2.485 6.338  0.000
H -4.248 3.491 5.156  0.000
H -4.623 3.677 6.870  0.000
H -0.802 1.404 4.593  0.000
H -1.282 1.996 3.159  0.000
H -2.495 1.917 4.436  0.000
C 0.614 7.082 -2.260  0.000
O 1.006 5.961 -2.997  0.000
P 1.936 4.826 -2.308  0.000
O 3.048 5.303 -1.422  0.000
O 0.944 3.707 -1.572  0.000
C -0.142 3.043 -2.265  0.000
O 2.498 4.043 -3.685  0.000
C 3.734 3.287 -3.486  0.000
H 0.971 8.040 -2.638  0.000
H 0.805 7.026 -1.188  0.000
H -0.471 7.140 -2.337  0.000
H -0.616 3.767 -2.927  0.000
H -0.805 2.923 -1.408  0.000
H 0.101 2.094 -2.742  0.000
H 4.235 3.352 -2.520  0.000
H 4.489 3.593 -4.209  0.000
H 3.553 2.237 -3.716  0.000
C 0.967 -6.449 0.641  0.000
O 0.851 -6.240 -0.724  0.000
P 0.873 -4.825 -1.484  0.000
O 1.903 -3.851 -1.066  0.000
O -0.674 -4.317 -1.298  0.000
C -1.150 -3.096 -1.857  0.000
O 0.970 -5.300 -3.064  0.000
C -0.052 -6.052 -3.616  0.000
H 1.755 -7.173 0.850  0.000
H 0.026 -6.832 1.035  0.000
H 1.172 -5.450 1.026  0.000
H -0.387 -2.333 -2.007  0.000
H -1.916 -2.622 -1.244  0.000
H -1.506 -3.208 -2.881  0.000
H -0.705 -6.500 -2.867  0.000
H 0.463 -6.783 -4.239  0.000
H -0.567 -5.447 -4.362  0.000
C -4.902 3.303 2.284  0.000
O -4.456 2.591 1.171  0.000
C -4.971 3.075 -0.033  0.000
C -4.316 2.270 -1.173  0.000
O -4.566 0.881 -0.962  0.000
C -4.131 0.016 -2.018  0.000
H -5.990 3.286 2.345  0.000
H -4.525 4.303 2.498  0.000
H -4.562 2.662 3.097  0.000
H -4.680 4.101 -0.255  0.000
H -6.038 2.853 -0.009  0.000
H -3.238 2.434 -1.191  0.000
H -4.663 2.648 -2.134  0.000
H -4.544 0.330 -2.976  0.000
H -4.380 -1.024 -1.807  0.000
H -3.047 0.054 -2.124  0.000
C 2.688 -0.766 -2.595  0.002
O 2.945 -1.235 -3.900  0.016
C 2.443 -2.578 -4.126  0.000
C 2.632 -3.017 -5.578  0.077
O 4.009 -3.013 -6.015  0.693
C 4.251 -3.432 -7.373  0.073
H 3.226 -1.293 -1.806  0.001
H 1.653 -0.924 -2.292  0.001
H 2.876 0.297 -2.444  0.000
H 1.375 -2.496 -3.922  0.000
H 2.988 -3.204 -3.420  0.000
H 2.075 -2.337 -6.224  0.040
H 2.126 -3.977 -5.679  0.031
H 3.903 -2.712 -8.114  0.039
H 3.897 -4.447 -7.555  0.027
H 5.333 -3.380 -7.493  0.001
C 1.265 -0.681 3.885  0.000
O 1.748 -1.898 3.351  0.000
C 1.707 -2.990 4.303  0.000
C 2.743 -4.039 3.814  0.000
O 2.731 -4.265 2.410  0.000
C 3.736 -5.095 1.914  0.000
H 1.860 -0.467 4.773  0.000
H 0.212 -0.722 4.162  0.000
H 1.279 0.194 3.234  0.000
H 0.774 -3.552 4.351  0.000
H 1.966 -2.609 5.291  0.000
H 2.544 -4.960 4.362  0.000
H 3.763 -3.749 4.067  0.000
H 4.730 -4.890 2.313  0.000
H 3.804 -5.236 0.836  0.000
H 3.356 -6.020 2.347  0.000

No. 2
The ion C4H5N4O with charge +1 at a distorted geometry. Source: the OMol25 dataset; level of theory: the ωB97M-V functional and the def2-TZVPD basis.

- 2S+1 = 1
- net charge = +1
- HOMO energy (eV) = -13.58

Last column: Mulliken charge in e.
Element x y z (Å)
C 0.763 -2.709 0.172  -0.146
C 0.255 0.489 0.071  0.700
C -2.508 0.453 -0.031  0.720
C 1.745 0.670 0.045  -0.934
N -0.380 1.542 0.055  -0.524
N 0.196 -1.755 -0.063  0.249
N -1.777 1.506 0.011  0.028
N -0.393 -0.680 -0.025  -0.671
O -3.229 -0.398 0.034  -0.144
H 1.251 -3.661 0.149  0.483
H 1.923 1.764 0.201  0.305
H 2.076 0.467 -1.003  0.298
H 2.297 0.054 0.762  0.357
H -2.217 2.259 -0.378  0.280

No. 3
A cluster of 2 separate species, C31H30N3O3P in total at a distorted geometry. Source: the OMol25 dataset; level of theory: the ωB97M-V functional and the def2-TZVPD basis.

- 2S+1 = 1
- net charge = 0
- HOMO energy (eV) = -7.75

Last column: Mulliken charge in e.
Element x y z (Å)
C -1.156 -1.939 3.079  -1.000
O -0.966 -0.549 2.771  -0.251
C -1.988 0.341 2.725  0.637
C -1.577 1.666 2.820  -0.208
N -0.183 1.927 2.837  0.712
C 0.691 1.295 1.983  -0.741
N 1.912 1.657 2.479  0.413
C 3.144 1.153 1.962  -0.782
C 1.799 2.572 3.528  -0.753
C 0.484 2.745 3.743  -0.417
C -2.483 2.723 2.847  0.914
O -1.910 3.951 2.874  -0.338
C -2.674 5.161 2.701  -0.932
C -3.860 2.445 2.760  -0.553
C -4.270 1.117 2.650  -0.917
C -3.362 0.055 2.639  -0.611
H -0.147 -2.320 3.277  0.269
H -1.791 -2.080 3.964  0.358
H -1.583 -2.463 2.213  0.359
H 2.939 0.319 1.271  0.185
H 3.707 1.933 1.428  0.307
H 3.781 0.805 2.787  0.363
H 2.642 3.004 4.028  0.470
H -0.051 3.326 4.461  0.470
H -1.920 5.950 2.729  0.261
H -3.196 5.167 1.735  0.361
H -3.392 5.293 3.521  0.348
H -4.562 3.283 2.751  0.383
H -5.337 0.905 2.562  0.365
H -3.683 -0.986 2.576  0.443
C -0.949 -5.127 -1.604  -0.409
C -0.693 -4.302 -2.708  -0.677
C 0.257 -3.278 -2.612  -0.366
C 0.932 -3.060 -1.404  0.116
P 2.016 -1.622 -1.229  1.119
C 3.136 -1.806 -2.621  0.283
C 3.181 -0.845 -3.634  -0.097
C 4.024 -1.044 -4.738  -0.565
C 4.818 -2.193 -4.827  -0.438
C 4.783 -3.139 -3.795  -0.599
C 3.951 -2.948 -2.690  -0.508
N 1.044 -0.316 -1.623  -0.261
C 0.002 -0.007 -0.920  -0.286
C -0.891 1.066 -1.329  0.644
C -2.251 1.092 -0.950  -0.126
C -3.061 2.130 -1.407  -0.723
C -2.523 3.136 -2.224  -0.412
C -1.176 3.110 -2.607  -0.614
C -0.366 2.064 -2.171  -0.428
O 2.681 -1.490 0.101  -0.908
C 0.734 -3.927 -0.323  -0.228
C -0.211 -4.955 -0.425  -0.500
H -1.730 -5.891 -1.658  0.376
H -1.242 -4.450 -3.642  0.385
H 0.468 -2.654 -3.484  0.390
H 2.556 0.046 -3.561  0.330
H 4.045 -0.303 -5.536  0.381
H 5.449 -2.361 -5.702  0.360
H 5.397 -4.036 -3.855  0.372
H 3.925 -3.676 -1.878  0.389
H -0.287 -0.570 -0.007  0.106
H -2.641 0.288 -0.317  0.421
H -4.112 2.158 -1.113  0.402
H -3.155 3.965 -2.548  0.380
H -0.750 3.901 -3.226  0.388
H 0.690 2.000 -2.448  0.367
H 1.325 -3.796 0.586  0.422
H -0.379 -5.619 0.426  0.399

No. 4
The ion C4H13N2O with charge +1 at a distorted geometry. Source: the OMol25 dataset; level of theory: the ωB97M-V functional and the def2-TZVPD basis.

- 2S+1 = 1
- net charge = +1
- HOMO energy (eV) = -14.49

Last column: Mulliken charge in e.
Element x y z (Å)
C 1.501 -0.013 -0.855  -0.848
N 0.731 0.204 0.379  -0.092
C 0.852 1.610 0.804  -0.958
C -0.769 -0.223 0.256  0.538
C -0.637 -1.936 -0.373  -1.280
N -1.407 0.599 -0.662  -0.496
O -1.187 -0.201 1.560  -0.507
H 0.978 0.473 -1.677  0.396
H 2.492 0.421 -0.754  0.347
H 1.612 -1.072 -1.072  0.323
H 1.101 -0.385 1.133  0.357
H 1.891 1.838 1.032  0.368
H 0.512 2.253 -0.004  0.412
H 0.249 1.781 1.694  0.348
H 0.105 -2.450 0.218  0.387
H -0.421 -1.883 -1.426  0.492
H -1.619 -2.360 -0.201  0.381
H -1.938 1.363 -0.268  0.233
H -1.898 0.155 -1.420  0.228
H -2.148 -0.173 1.637  0.372

No. 5
An isolated molecule of C8H15NO3S. Source: the OMol25 dataset; level of theory: the ωB97M-V functional and the def2-TZVPD basis.

- 2S+1 = 1
- net charge = 0
- HOMO energy (eV) = -9.35

Last column: Mulliken charge in e.
Element x y z (Å)
C 1.363 1.722 1.940  -0.888
C 0.977 1.776 0.668  -0.457
C 1.159 0.619 -0.268  0.080
C -0.074 -0.307 -0.418  -0.240
N -0.593 -0.775 0.856  -0.298
C -2.019 -0.479 1.042  -0.276
C -2.459 -0.961 2.411  -1.261
C 0.379 -1.479 -1.303  -0.833
C 0.651 -1.001 -2.718  -0.519
O 1.806 -0.118 -2.718  -0.371
S 1.582 1.226 -1.903  1.195
O 2.834 1.900 -1.862  -0.669
O 0.428 1.892 -2.428  -0.619
H 2.009 0.936 2.316  0.320
H 1.066 2.490 2.643  0.264
H 0.513 2.681 0.287  0.339
H 2.017 0.018 0.046  0.486
H -0.838 0.258 -0.966  0.347
H -0.092 -0.320 1.613  0.354
H -2.562 -1.010 0.257  0.323
H -2.196 0.601 0.940  0.293
H -2.214 -2.017 2.524  0.328
H -3.527 -0.811 2.566  0.391
H -1.925 -0.416 3.194  0.323
H 1.339 -1.823 -0.908  0.316
H -0.335 -2.300 -1.279  0.328
H 0.906 -1.829 -3.374  0.369
H -0.197 -0.472 -3.158  0.376

No. 6
A cluster of 2 separate species, C4H11N2 in total at a distorted geometry. Source: the OMol25 dataset; level of theory: the ωB97M-V functional and the def2-TZVPD basis.

- 2S+1 = 1
- net charge = +1
- HOMO energy (eV) = -14.70

Last column: Mulliken charge in e.
Element x y z (Å)
C -1.825 0.787 0.503  -0.332
C -2.127 0.119 -0.802  -0.372
C 2.157 -0.364 1.093  -0.944
C 1.647 0.185 -1.301  -0.284
N 1.241 0.016 -0.075  -0.325
N -1.337 -0.556 0.170  -0.142
H -1.133 1.470 0.525  0.302
H -2.539 0.687 1.297  0.273
H -3.189 -0.205 -0.972  0.297
H -1.729 0.630 -1.666  0.236
H 2.990 0.337 1.305  0.331
H 1.500 -0.530 1.903  0.315
H 2.730 -1.223 0.924  0.387
H 2.682 0.068 -1.543  0.297
H 0.923 0.452 -2.012  0.212
H -0.226 -0.537 -0.022  0.420
H -1.765 -1.339 0.673  0.329

No. 7
A cluster of 2 separate species, CH4O2S2 in total at a distorted geometry. Source: the OMol25 dataset; level of theory: the ωB97M-V functional and the def2-TZVPD basis.

- 2S+1 = 1
- net charge = 0
- HOMO energy (eV) = -8.06

Last column: Mulliken charge in e.
Element x y z (Å)
C -1.130 0.312 0.620  0.290
O -1.737 1.132 -0.226  -0.390
O -0.360 -0.571 0.299  -0.504
S 2.880 -0.832 -0.079  -0.100
S 3.790 0.814 0.221  -0.391
H -1.295 0.590 1.669  0.252
H -2.141 1.843 0.191  0.345
H 1.804 -0.368 -0.942  0.244
H 1.845 -0.609 0.968  0.252